{"formula": "C26H43BrMnN6P2", "method": "wB97M-V/def2-TZVPD", "relative_energy_ev": 1.856, "s2": 8.7646, "fmax_ev_per_a": 2.7, "spin_multiplicity": 6, "total_charge": 2, "e_homo_ev": [-11.4, -11.4], "e_lumo_ev": [-6.61, -7.22], "symbols": ["Br", "Mn", "P", "P", "N", "N", "N", "N", "N", "N", "C", "C", "C", "C", "C", "C", "C", "C", "C", "C", "C", "C", "C", "C", "C", "C", "C", "C", "C", "C", "C", "C", "C", "C", "C", "C", "H", "H", "H", "H", "H", "H", "H", "H", "H", "H", "H", "H", "H", "H", "H", "H", "H", "H", "H", "H", "H", "H", "H", "H", "H", "H", "H", "H", "H", "H", "H", "H", "H", "H", "H", "H", "H", "H", "H", "H", "H", "H", "H"], "xyz": [[2.46, 2.85, 0.04], [-1.29, 0.12, 0.72], [5.11, -0.70, 0.70], [-0.70, -2.19, 0.35], [-0.96, -0.23, 4.97], [-2.68, 1.43, 4.96], [-6.41, 4.78, -4.40], [-1.32, 0.97, 3.09], [-0.41, -0.03, 2.80], [-1.54, 0.87, 4.40], [-5.73, 3.75, -4.89], [6.73, 1.63, 0.33], [0.10, -2.34, -2.31], [4.81, -1.87, 3.20], [-5.30, 4.63, -2.34], [-1.86, 1.44, -1.44], [0.81, 2.01, -0.49], [-4.77, 3.07, -4.11], [-3.09, 1.66, -2.10], [-2.39, -2.16, -0.35], [-6.21, 5.26, -3.17], [-0.71, 1.00, -2.16], [4.37, -1.14, -0.92], [-1.44, -4.61, 1.47], [4.01, -1.27, 2.04], [-4.59, 3.49, -2.77], [-0.22, -0.69, 3.97], [-3.45, -1.70, 0.66], [-3.74, 2.83, -1.81], [5.19, -2.18, -1.72], [-1.69, 2.02, -0.09], [5.35, 1.12, 0.81], [-0.49, -3.42, 1.64], [-0.33, 2.34, 0.32], [0.57, -2.51, -0.88], [0.60, 1.31, -1.69], [4.25, -0.22, -1.51], [-3.54, 3.40, -0.89], [3.44, -2.07, 1.56], [1.38, -1.80, -0.65], [-5.11, 5.04, -1.36], [-3.01, -1.39, 1.63], [-3.40, 1.01, -2.92], [4.19, -2.59, 3.74], [4.57, 1.59, 0.19], [5.70, -2.43, 2.87], [0.05, -1.29, -2.59], [6.25, -1.90, -1.80], [7.54, 1.14, 0.90], [-1.59, -4.88, 0.42], [-4.18, -2.49, 0.85], [-2.39, -4.42, 1.97], [3.35, -1.52, -0.73], [-5.94, 3.43, -5.93], [-2.47, -1.49, -1.24], [-2.71, 1.31, 5.96], [-0.21, 3.20, 1.00], [6.78, 2.71, 0.49], [-0.91, -2.76, -2.46], [5.14, 1.43, 1.85], [6.86, 1.45, -0.75], [-2.81, 2.39, 4.63], [-1.03, -5.48, 1.98], [5.13, -1.12, 3.93], [-6.77, 6.14, -2.85], [0.79, -2.83, -3.00], [-2.55, 2.38, 0.52], [4.81, -2.26, -2.74], [0.57, -3.76, 1.60], [1.45, 1.18, -2.37], [-0.82, 0.76, -3.24], [0.96, -3.53, -0.70], [3.30, -0.49, 2.32], [5.11, -3.19, -1.27], [-3.99, -0.81, 0.29], [0.47, -1.50, 4.12], [-2.63, -3.16, -0.75], [-4.21, 2.26, -4.56], [-0.62, -2.93, 2.62]], "lowdin_charge": [0.89, 0.82, 0.96, 0.91, 0.17, 0.15, 0.07, 0.05, -0.04, -0.21, -0.11, -0.16, -0.12, -0.18, -0.01, -0.26, -0.62, 0.00, -0.06, -0.41, -0.11, -0.02, -0.44, -0.12, -0.46, -0.21, -0.18, -0.14, 0.01, -0.16, -0.19, -0.48, -0.37, -0.16, -0.38, -0.07, 0.07, 0.12, 0.05, 0.05, 0.11, 0.05, 0.13, 0.06, -0.06, 0.07, 0.04, 0.07, 0.07, 0.08, 0.10, 0.08, 0.02, 0.13, 0.08, 0.12, 0.12, 0.07, 0.07, 0.08, 0.07, 0.12, 0.09, 0.07, 0.12, 0.10, 0.13, 0.06, 0.10, 0.13, 0.15, 0.10, 0.06, 0.07, 0.08, 0.13, 0.09, 0.11, 0.06]}


{"formula": "C26H43CeN3P2", "method": "wB97M-V/def2-TZVPD", "relative_energy_ev": 4.606, "fmax_ev_per_a": 5.3, "total_charge": 2, "e_homo_ev": [-12.4, -12.4], "e_lumo_ev": [-9.76, -9.75], "symbols": ["Ce", "P", "P", "N", "N", "N", "C", "C", "C", "C", "C", "C", "C", "C", "C", "C", "C", "C", "C", "C", "C", "C", "C", "C", "C", "C", "C", "C", "C", "C", "C", "C", "H", "H", "H", "H", "H", "H", "H", "H", "H", "H", "H", "H", "H", "H", "H", "H", "H", "H", "H", "H", "H", "H", "H", "H", "H", "H", "H", "H", "H", "H", "H", "H", "H", "H", "H", "H", "H", "H", "H", "H", "H", "H", "H"], "xyz": [[-0.99, 1.57, 1.81], [-0.70, -0.79, -3.66], [-1.04, 2.33, -3.83], [-2.79, -3.33, 5.75], [-3.04, -2.19, 3.55], [-2.52, -0.09, 2.39], [1.15, 1.20, 2.89], [0.08, -3.56, 0.86], [-2.79, -1.07, 3.04], [-1.53, 3.96, -4.55], [2.56, -3.27, 1.22], [0.47, -2.16, -4.20], [0.99, 2.63, 2.75], [1.67, -1.38, -1.45], [-0.13, -2.99, -0.52], [0.43, -1.56, -0.62], [2.14, 0.33, 2.18], [2.80, -2.03, -1.10], [-0.67, 1.89, 4.20], [2.86, -3.31, -0.31], [0.13, 0.75, 3.81], [0.75, 2.37, -4.32], [-2.20, -1.80, -3.27], [1.12, -3.29, 1.66], [1.74, 3.52, 1.83], [-2.90, -2.75, 4.73], [-1.76, 1.92, 5.24], [-0.76, 4.39, 3.54], [0.07, -0.59, 4.44], [-1.20, -0.13, -5.34], [-1.72, 1.31, -5.26], [-0.13, 3.04, 3.54], [2.83, 3.46, 2.02], [3.08, -2.37, 1.58], [1.42, 4.58, 1.96], [0.97, -3.15, 2.73], [0.32, -2.41, -5.27], [-1.23, 4.03, -5.61], [-3.12, -1.30, -3.60], [-1.05, 4.76, -3.98], [1.70, -0.11, 1.27], [3.88, -3.72, -0.40], [-1.54, 1.86, -6.20], [3.01, 0.91, 1.83], [-2.61, 4.06, -4.47], [-1.94, 2.96, 5.53], [1.19, 3.24, -3.81], [-0.65, -0.60, 5.27], [1.55, 3.25, 0.78], [1.05, -0.90, 4.83], [1.52, -1.88, -4.00], [-1.01, 4.72, 4.57], [2.50, -0.47, 2.83], [3.08, -4.10, 1.74], [3.78, -1.65, -1.43], [0.30, -3.60, -1.33], [-2.00, -0.79, -5.70], [-2.81, 1.28, -5.10], [-1.48, 1.37, 6.14], [-2.15, -2.79, -3.72], [1.64, -0.58, -2.20], [0.17, -3.02, -3.56], [-0.68, -4.31, 1.16], [-1.69, 4.42, 2.93], [1.28, 1.48, -3.94], [-2.72, 1.51, 4.91], [-0.36, -0.89, -0.97], [0.93, 2.46, -5.40], [2.19, -4.04, -0.78], [-0.23, -1.38, 3.73], [-2.26, -1.91, -2.17], [-0.34, -0.23, -6.03], [0.72, -1.27, 0.41], [-0.09, 5.14, 3.11], [-1.22, -2.95, -0.68]], "lowdin_charge": [1.66, 0.84, 0.78, 0.17, 0.16, -0.03, -0.27, -0.09, -0.26, -0.32, -0.17, -0.26, -0.29, -0.16, -0.19, -0.24, 0.03, -0.09, -0.28, -0.17, -0.28, -0.31, -0.28, -0.13, 0.03, -0.31, 0.03, 0.03, 0.02, -0.42, -0.44, -0.30, 0.13, 0.09, 0.10, 0.09, 0.06, 0.05, 0.05, 0.03, 0.07, 0.12, 0.08, 0.12, 0.04, 0.10, 0.03, 0.10, 0.11, 0.12, 0.03, 0.12, 0.11, 0.14, 0.12, 0.11, 0.08, 0.08, 0.12, 0.06, 0.07, 0.03, 0.12, 0.12, 0.00, 0.11, 0.06, 0.06, 0.11, 0.08, 0.00, 0.08, 0.06, 0.10, 0.10]}